1.
{"formula": "C30H34N6O5RuS", "method": "ωB97M-V/def2-TZVPD", "homo_lumo_gap_ev": [7.7, 4.3], "homo_ev": [-9.6059, -9.6055], "relative_energy_ev": 0.306, "s_squared": 0.78, "total_charge": 1, "e_lumo_ha": [-0.068, -0.195], "spin_multiplicity": 2, "species": ["Ru", "N", "C", "C", "C", "C", "C", "C", "S", "O", "O", "N", "C", "N", "C", "C", "C", "N", "H", "H", "H", "H", "H", "H", "H", "H", "H", "C", "C", "O", "H", "H", "H", "H", "H", "H", "C", "C", "C", "C", "C", "C", "N", "C", "C", "C", "C", "C", "C", "C", "O", "O", "C", "C", "H", "H", "H", "H", "H", "H", "H", "H", "H", "H", "H", "H", "H", "H", "C", "C", "C", "N", "H", "H", "H", "H", "H"], "positions_angstrom": [[-0.882, 1.136, 1.126], [-7.717, 0.412, -2.791], [-6.405, 0.309, -2.427], [-6.031, -0.427, -1.296], [-4.703, -0.515, -0.924], [-3.733, 0.121, -1.681], [-4.083, 0.848, -2.813], [-5.406, 0.947, -3.181], [-2.043, 0.011, -1.234], [-1.258, -0.469, -2.330], [-1.991, -0.707, 0.041], [-1.661, 1.561, -0.730], [-0.507, 2.215, -1.084], [-0.027, 2.772, 0.068], [1.153, 3.370, 0.000], [1.804, 3.507, -1.219], [1.192, 2.954, -2.330], [0.038, 2.289, -2.288], [-8.426, -0.109, -2.311], [-7.978, 0.887, -3.634], [-6.789, -0.940, -0.717], [-4.409, -1.093, -0.059], [-3.316, 1.330, -3.407], [-5.682, 1.509, -4.065], [1.551, 3.781, 0.919], [2.749, 4.024, -1.295], [1.653, 3.048, -3.308], [0.605, -1.146, 4.532], [-0.737, -0.767, 3.945], [-0.638, -0.515, 2.532], [0.479, -1.435, 5.576], [1.307, -0.313, 4.483], [1.037, -1.991, 3.994], [-1.121, 0.158, 4.371], [-1.478, -1.555, 4.098], [-0.245, -1.271, 2.065], [3.778, -4.579, -3.305], [3.567, -3.197, -2.750], [2.795, -2.278, -3.482], [2.558, -0.976, -3.023], [3.092, -0.556, -1.843], [3.872, -1.468, -1.075], [4.434, -1.115, 0.091], [4.214, 0.040, 0.881], [5.337, 0.713, 1.358], [5.199, 1.807, 2.183], [3.928, 2.250, 2.524], [2.807, 1.589, 2.039], [2.921, 0.471, 1.224], [1.740, -0.384, 0.767], [1.865, -1.602, 0.929], [0.743, 0.171, 0.204], [4.097, -2.814, -1.535], [4.869, -3.756, -0.663], [3.396, -4.643, -4.322], [3.257, -5.329, -2.707], [4.833, -4.848, -3.326], [2.373, -2.592, -4.428], [1.951, -0.303, -3.610], [2.928, 0.453, -1.498], [5.178, -1.717, 0.416], [6.321, 0.368, 1.063], [6.077, 2.318, 2.551], [3.806, 3.105, 3.174], [1.834, 1.948, 2.349], [4.474, -3.748, 0.356], [5.931, -3.491, -0.618], [4.811, -4.777, -1.026], [-5.896, 1.277, 2.339], [-4.893, 2.006, 3.238], [-3.545, 1.929, 2.694], [-2.488, 1.865, 2.258], [-6.890, 1.351, 2.775], [-5.637, 0.224, 2.245], [-5.919, 1.716, 1.343], [-4.872, 1.573, 4.240], [-5.148, 3.062, 3.343]]}


2.
{"formula": "C25H68BN6O21", "method": "ωB97M-V/def2-TZVPD", "homo_lumo_gap_ev": 9.4, "homo_ev": -7.7688, "total_charge": -1, "e_lumo_ha": 0.060, "species": ["O", "C", "O", "B", "O", "C", "O", "O", "C", "O", "C", "O", "O", "C", "O", "H", "H", "H", "H", "C", "O", "H", "H", "H", "H", "C", "O", "H", "H", "H", "H", "C", "O", "H", "H", "H", "H", "C", "O", "H", "H", "H", "H", "C", "O", "H", "H", "H", "H", "C", "O", "N", "N", "H", "H", "H", "H", "C", "O", "N", "N", "H", "H", "H", "H", "C", "O", "N", "N", "H", "H", "H", "H", "C", "C", "C", "O", "H", "H", "H", "H", "H", "H", "H", "H", "C", "C", "C", "O", "H", "H", "H", "H", "H", "H", "H", "H", "C", "C", "C", "O", "H", "H", "H", "H", "H", "H", "H", "H", "C", "C", "C", "O", "H", "H", "H", "H", "H", "H", "H", "H"], "positions_angstrom": [[0.880, 2.281, -2.792], [0.351, 1.506, -1.938], [0.678, 1.267, -0.533], [-0.344, 0.341, -0.039], [-1.316, 0.148, -1.053], [-1.041, 0.802, -2.151], [-1.606, 0.741, -3.174], [-0.980, 0.818, 1.215], [-0.765, -0.034, 2.189], [-1.010, 0.105, 3.398], [0.126, -1.176, 1.606], [0.215, -0.951, 0.294], [0.712, -2.103, 2.266], [-5.162, 0.048, -8.523], [-4.814, 0.561, -9.817], [-6.240, -0.083, -8.438], [-4.731, -0.953, -8.528], [-4.818, 0.632, -7.669], [-5.576, 1.042, -10.150], [-3.641, -4.954, 1.648], [-5.001, -4.827, 1.657], [-3.312, -4.799, 2.676], [-3.497, -5.989, 1.340], [-3.169, -4.160, 1.069], [-5.310, -4.913, 0.752], [1.770, -7.477, 1.741], [0.376, -7.552, 1.757], [2.313, -8.004, 2.526], [2.237, -7.637, 0.770], [1.929, -6.437, 2.024], [0.153, -8.326, 1.236], [2.060, 6.102, -7.109], [1.063, 7.076, -7.179], [2.664, 6.373, -6.244], [1.591, 5.147, -6.870], [2.753, 6.049, -7.949], [0.690, 7.249, -6.312], [-6.267, -1.740, -1.574], [-7.160, -2.693, -2.002], [-6.392, -1.362, -0.559], [-5.254, -2.130, -1.479], [-6.044, -0.965, -2.308], [-7.551, -2.287, -2.780], [-0.162, -5.916, 6.560], [-0.523, -7.113, 5.836], [-0.591, -5.845, 7.559], [0.913, -5.989, 6.719], [-0.542, -5.037, 6.038], [-0.298, -6.956, 4.916], [4.852, -2.726, 6.095], [5.853, -2.489, 6.791], [3.615, -2.709, 6.499], [4.891, -2.853, 4.814], [3.459, -2.509, 7.477], [2.884, -2.783, 5.806], [4.095, -2.753, 4.201], [5.800, -2.803, 4.375], [1.174, -0.451, -8.537], [1.420, -1.249, -9.446], [1.968, -0.021, -7.604], [0.008, 0.179, -8.542], [1.706, 0.667, -6.912], [2.963, -0.183, -7.670], [-0.691, -0.151, -9.192], [-0.220, 0.739, -7.733], [7.362, 4.587, -5.294], [7.157, 4.138, -6.441], [8.490, 4.976, -4.800], [6.406, 4.798, -4.416], [9.164, 4.924, -5.551], [8.702, 5.478, -3.950], [6.721, 5.233, -3.561], [5.470, 4.432, -4.517], [-0.102, 3.604, 9.595], [-1.129, 2.695, 8.960], [-2.280, 2.359, 9.863], [-1.479, 3.176, 7.680], [0.181, 3.285, 10.598], [-0.552, 4.596, 9.619], [0.847, 3.675, 9.063], [-0.639, 1.747, 8.739], [-2.703, 1.437, 9.465], [-3.133, 3.023, 10.009], [-1.850, 2.148, 10.842], [-1.136, 2.533, 7.054], [3.861, 3.100, 2.545], [5.326, 2.868, 2.060], [5.733, 3.365, 0.673], [6.115, 3.637, 2.993], [3.546, 4.124, 2.345], [3.833, 3.039, 3.633], [3.163, 2.319, 2.244], [5.426, 1.784, 1.999], [6.823, 3.358, 0.707], [5.468, 4.388, 0.408], [5.321, 2.803, -0.165], [6.972, 3.224, 3.124], [-1.115, -4.483, -4.480], [0.390, -4.488, -4.193], [0.742, -5.187, -2.840], [1.025, -5.121, -5.281], [-1.679, -4.073, -3.642], [-1.552, -5.481, -4.461], [-1.473, -3.965, -5.370], [0.660, -3.434, -4.112], [1.795, -5.274, -2.572], [0.429, -6.214, -3.029], [0.139, -4.690, -2.080], [0.411, -5.584, -5.856], [-6.375, 3.837, 3.048], [-6.195, 4.436, 1.658], [-4.848, 3.913, 0.983], [-7.329, 4.229, 0.824], [-6.143, 2.791, 3.248], [-7.403, 4.028, 3.353], [-5.675, 4.297, 3.745], [-6.008, 5.501, 1.796], [-4.950, 2.853, 0.753], [-4.008, 4.039, 1.667], [-4.677, 4.452, 0.051], [-7.376, 4.973, 0.219]]}


3.
{"formula": "C21H45NO8", "method": "ωB97M-V/def2-TZVPD", "homo_lumo_gap_ev": 7.5, "homo_ev": -9.3834, "relative_energy_ev": 12.796, "total_charge": 0, "e_lumo_ha": -0.070, "species": ["C", "C", "O", "N", "H", "H", "C", "H", "H", "H", "H", "H", "H", "O", "H", "C", "C", "C", "O", "H", "H", "H", "H", "H", "H", "H", "H", "C", "C", "C", "O", "H", "H", "H", "H", "H", "H", "H", "H", "C", "C", "C", "O", "H", "H", "H", "H", "H", "H", "H", "H", "C", "C", "C", "O", "H", "H", "H", "H", "H", "H", "H", "H", "C", "C", "C", "O", "C", "C", "C", "O", "H", "H", "H", "H"], "positions_angstrom": [[-43.298, -11.234, -16.359], [-43.331, -10.215, -17.441], [-43.331, -9.065, -17.098], [-43.175, -10.662, -18.909], [-42.273, -10.542, -19.081], [-43.433, -11.726, -19.206], [-44.017, -9.899, -19.754], [-44.358, -11.507, -16.038], [-42.873, -10.657, -15.433], [-42.573, -11.969, -16.474], [-43.720, -8.938, -19.552], [-44.989, -10.210, -19.576], [-43.795, -10.109, -20.907], [-43.683, -13.272, -19.052], [-43.997, -14.020, -19.508], [-39.810, -14.164, -21.322], [-40.629, -14.594, -19.949], [-39.765, -15.580, -19.158], [-40.928, -13.495, -19.191], [-40.367, -13.335, -21.604], [-39.573, -14.961, -21.732], [-38.763, -13.641, -21.020], [-41.467, -15.040, -20.306], [-38.781, -15.327, -18.874], [-39.627, -16.358, -19.870], [-40.339, -16.040, -18.459], [-41.896, -13.523, -19.202], [-47.720, -13.588, -17.796], [-47.194, -14.167, -19.081], [-48.345, -14.609, -20.109], [-46.440, -13.159, -19.782], [-46.771, -13.456, -17.143], [-48.552, -14.233, -17.156], [-48.223, -12.644, -17.979], [-46.586, -15.025, -18.700], [-47.936, -15.032, -20.838], [-48.896, -13.663, -20.375], [-48.850, -15.453, -19.804], [-45.577, -12.936, -19.517], [-42.502, -14.888, -15.198], [-43.249, -15.443, -16.397], [-43.918, -16.627, -16.292], [-44.195, -14.487, -16.738], [-42.572, -13.875, -15.237], [-41.527, -15.394, -15.014], [-42.954, -15.060, -14.331], [-42.589, -15.541, -17.096], [-43.022, -17.294, -15.884], [-44.335, -17.321, -17.105], [-44.551, -16.610, -15.471], [-43.770, -13.933, -17.502], [-43.971, -11.991, -23.659], [-43.896, -12.877, -22.495], [-43.263, -14.215, -22.896], [-42.905, -12.340, -21.568], [-42.847, -11.689, -24.152], [-44.552, -11.014, -23.228], [-44.449, -12.435, -24.578], [-44.763, -13.224, -22.125], [-43.323, -14.673, -23.801], [-43.268, -14.897, -21.987], [-42.252, -14.008, -23.034], [-42.970, -12.867, -20.678], [-43.516, -17.219, -20.211], [-42.284, -17.477, -21.090], [-42.498, -17.934, -22.544], [-41.583, -18.099, -23.301], [-44.021, -17.934, -23.011], [-45.063, -17.603, -22.120], [-44.916, -17.227, -20.706], [-45.802, -17.072, -19.935], [-43.370, -16.802, -19.161], [-41.169, -17.335, -20.441], [-43.985, -18.340, -24.042], [-46.095, -18.029, -22.246]]}